Arrangement A

{"formula": "C4H12N2O", "method": "ωB97M-V/def2-TZVPD", "multiplicity": 2, "homo_ha": [-0.548, -0.547], "homo_lumo_gap_ha": [0.4029, 0.2645], "s2": 0.7836, "total_charge": 1, "species": ["C", "C", "C", "N", "C", "N", "H", "H", "H", "H", "H", "H", "H", "H", "H", "H", "H", "H", "O"], "xyz": [[-1.155, -0.024, -1.465], [0.113, 0.775, -1.915], [1.455, 0.210, -1.377], [1.330, -0.098, 0.043], [0.886, -1.299, 0.515], [0.282, -1.177, 1.648], [-1.003, -1.006, -1.095], [-1.565, 0.623, -0.643], [-1.834, 0.056, -2.282], [0.053, 1.829, -1.587], [0.170, 0.861, -3.009], [1.785, -0.691, -1.956], [2.277, 0.923, -1.322], [0.918, 0.652, 0.633], [1.164, -2.214, 0.020], [-0.389, -1.808, 2.044], [-2.761, 0.661, 2.215], [-1.856, 1.671, 3.028], [-1.982, 1.220, 2.189]], "mulliken_charge": [-0.86, -0.50, -0.59, -0.04, 0.02, -0.38, 0.33, 0.20, 0.33, 0.37, 0.37, 0.35, 0.30, 0.33, 0.45, 0.30, 0.32, 0.31, -0.61]}



Arrangement B

{"formula": "C4H12N2O", "method": "ωB97M-V/def2-TZVPD", "multiplicity": 2, "homo_ha": [-0.517, -0.530], "homo_lumo_gap_ha": [0.3885, 0.2751], "s2": 0.7547, "total_charge": 1, "species": ["C", "C", "C", "C", "N", "N", "H", "H", "H", "H", "H", "H", "H", "H", "H", "H", "H", "H", "O"], "xyz": [[0.279, 1.950, -0.450], [-0.825, 0.969, -1.023], [-0.552, -0.440, -0.653], [-1.032, -1.502, -1.392], [-0.781, -2.815, -1.092], [0.173, -0.710, 0.511], [1.203, 1.472, -0.759], [0.151, 2.912, -0.926], [0.284, 1.968, 0.632], [-1.809, 1.299, -0.684], [-0.741, 1.039, -2.109], [-1.661, -1.373, -2.262], [-0.028, -2.907, -0.424], [-0.539, -3.369, -1.904], [-0.058, 0.031, 1.175], [-0.245, -1.489, 1.025], [2.483, 0.727, 4.020], [1.787, 0.901, 2.731], [1.913, 1.338, 3.581]], "mulliken_charge": [-1.15, -0.58, 0.66, -0.29, -0.43, -0.59, 0.39, 0.37, 0.31, 0.33, 0.36, 0.42, 0.27, 0.32, 0.26, 0.34, 0.32, 0.29, -0.60]}



Arrangement C

{"formula": "C4H12N2O", "method": "ωB97M-V/def2-TZVPD", "multiplicity": 2, "homo_ha": [-0.491, -0.489], "homo_lumo_gap_ha": [0.3626, 0.2213], "s2": 0.7587, "total_charge": 1, "species": ["C", "C", "C", "C", "N", "N", "H", "H", "H", "H", "H", "H", "H", "H", "H", "H", "H", "H", "O"], "xyz": [[-1.244, -0.614, 1.895], [-1.150, 0.048, 0.408], [0.264, 0.292, 0.122], [1.031, -0.651, -0.525], [2.355, -0.650, -0.646], [-1.612, 0.311, 2.932], [-0.276, -0.970, 2.166], [-1.947, -1.432, 1.781], [-1.589, -0.688, -0.235], [-1.804, 0.909, 0.298], [0.588, 1.190, 0.636], [0.602, -1.522, -1.009], [2.770, -1.026, -1.494], [2.908, 0.127, -0.288], [-0.799, 0.857, 3.200], [-2.339, 0.958, 2.639], [1.294, 1.409, -4.301], [0.551, 0.317, -3.549], [0.399, 1.136, -4.031]], "mulliken_charge": [-0.56, -0.64, -0.31, 0.01, -0.32, -0.52, 0.41, 0.32, 0.33, 0.45, 0.34, 0.39, 0.29, 0.27, 0.26, 0.27, 0.33, 0.29, -0.62]}



Referenced to the most stable arrangement, the calculated values in eV are arrangement A 1.309; arrangement B 0.000; arrangement C 0.785.



Arrangement A

{"formula": "C2H6N3O", "method": "ωB97M-V/def2-TZVPD", "homo_ha": -0.523, "homo_lumo_gap_ha": 0.3614, "total_charge": 1, "species": ["C", "C", "N", "N", "N", "O", "H", "H", "H", "H", "H", "H"], "xyz": [[-1.612, 0.729, 0.002], [2.820, 0.238, 0.096], [-2.423, 1.609, 0.032], [-0.784, -0.233, -0.214], [-1.000, -1.627, -0.186], [1.764, 0.779, -0.092], [3.104, -0.791, 0.091], [3.824, 0.604, 0.394], [-2.852, 2.376, 0.461], [0.093, 0.185, -0.399], [-1.647, -1.969, -0.888], [-1.286, -1.900, 0.702]], "mulliken_charge": [0.49, -0.01, -0.14, 0.13, -0.54, -0.57, 0.22, 0.26, 0.32, 0.30, 0.29, 0.27]}



Arrangement B

{"formula": "C2H6N3O", "method": "ωB97M-V/def2-TZVPD", "homo_ha": -0.573, "homo_lumo_gap_ha": 0.4231, "smiles": "[NH3+][C@@H]1CN=NO1", "total_charge": 1, "species": ["N", "C", "C", "N", "N", "O", "H", "H", "H", "H", "H", "H"], "xyz": [[-0.465, -0.786, -0.563], [0.645, -0.511, 0.526], [1.035, 0.918, 0.540], [2.142, 0.917, -0.280], [2.605, -0.143, -0.460], [1.717, -1.242, 0.089], [-1.319, -1.287, -0.215], [-0.070, -1.500, -1.192], [-0.703, 0.113, -1.118], [0.127, -1.046, 1.399], [0.436, 1.871, 0.351], [1.311, 1.287, 1.552]], "mulliken_charge": [-0.40, 0.29, -0.77, 0.02, -0.01, -0.27, 0.37, 0.36, 0.38, 0.39, 0.35, 0.29]}



Referenced to the most stable arrangement, the calculated values in eV are arrangement A 0.258; arrangement B 0.000.



Arrangement A

{"formula": "C3H7ClN2", "method": "ωB97M-V/def2-TZVPD", "homo_ha": -0.302, "homo_lumo_gap_ha": 0.3215, "species": ["C", "C", "C", "N", "N", "Cl", "H", "H", "H", "H", "H", "H", "H"], "xyz": [[0.460, 0.007, 0.187], [1.749, 0.690, 0.280], [-1.478, -1.360, 0.742], [-0.194, -0.760, 0.848], [-0.319, 0.643, -1.642], [-0.286, 2.405, -1.655], [2.505, -0.138, -0.208], [2.095, 0.825, 1.330], [1.931, 1.602, -0.286], [-1.889, -1.373, 1.756], [-1.302, -2.347, 0.198], [-2.007, -0.568, 0.033], [-1.265, 0.373, -1.583]], "mulliken_charge": [0.73, -0.89, -0.61, -0.33, -0.54, -0.16, 0.21, 0.29, 0.32, 0.26, 0.25, 0.19, 0.28]}



Arrangement B

{"formula": "C3H7ClN2", "method": "ωB97M-V/def2-TZVPD", "homo_ha": -0.319, "homo_lumo_gap_ha": 0.3551, "species": ["C", "C", "C", "H", "H", "H", "H", "H", "H", "H", "N", "N", "Cl"], "xyz": [[-3.468, -0.534, -0.083], [0.039, 0.362, 0.075], [1.338, -0.035, 0.715], [-4.279, -0.094, 0.920], [-4.110, -0.580, -1.222], [-2.847, -1.635, -0.277], [-2.683, 1.527, -0.146], [-0.107, 1.498, -0.180], [1.140, -1.054, 1.066], [1.559, 0.331, 1.671], [-2.375, 0.580, -0.184], [-1.138, -0.151, 0.107], [2.851, -0.103, -0.326]], "mulliken_charge": [-0.57, -0.10, -0.48, 0.23, 0.20, 0.26, 0.22, 0.22, 0.28, 0.36, -0.15, -0.29, -0.19]}



Referenced to the most stable arrangement, the calculated values in eV are arrangement A 0.000; arrangement B 1.431.



Arrangement A

{"formula": "C7H17N2", "method": "ωB97M-V/def2-TZVPD", "homo_ha": -0.428, "homo_lumo_gap_ha": 0.2364, "total_charge": 1, "species": ["C", "C", "C", "C", "C", "C", "C", "N", "N", "H", "H", "H", "H", "H", "H", "H", "H", "H", "H", "H", "H", "H", "H", "H", "H", "H"], "xyz": [[-1.909, -1.601, -0.931], [-2.013, -0.334, -0.110], [-3.075, -0.283, 0.984], [-1.560, 2.170, -0.172], [2.026, -0.173, 0.438], [-1.388, 0.740, -0.624], [2.946, 0.950, 0.075], [4.142, 0.457, -0.285], [2.673, -1.562, 0.340], [-2.823, -1.729, -1.301], [-1.500, -2.358, -0.289], [-3.852, 0.582, 0.647], [-3.515, -1.179, 1.196], [-2.796, -0.028, 1.914], [-0.503, 2.570, -0.085], [-2.020, 2.005, 0.847], [-2.093, 2.548, -1.018], [0.964, 0.056, 0.095], [1.722, -0.163, 1.447], [-0.791, 0.467, -1.499], [2.509, 1.864, 0.243], [4.319, -0.504, -0.228], [2.176, -2.264, 0.931], [-1.104, -1.505, -1.673], [2.557, -1.825, -0.604], [4.907, 1.100, -0.338]], "mulliken_charge": [-1.51, 1.21, -1.73, -1.04, 0.12, -0.67, -0.01, -0.23, -0.74, 0.49, 0.35, 0.29, 0.46, 0.50, 0.19, 0.31, 0.33, -0.11, 0.42, 0.52, 0.45, 0.27, 0.30, 0.31, 0.25, 0.27]}



Arrangement B

{"formula": "C7H17N2", "method": "ωB97M-V/def2-TZVPD", "homo_ha": -0.479, "homo_lumo_gap_ha": 0.3122, "smiles": "C=[N+](C)CNC(C)(C)C", "total_charge": 1, "species": ["C", "N", "C", "C", "N", "C", "C", "C", "C", "H", "H", "H", "H", "H", "H", "H", "H", "H", "H", "H", "H", "H", "H", "H", "H", "H"], "xyz": [[2.338, 2.568, 0.110], [1.332, 1.827, -0.010], [0.440, 1.885, -1.149], [1.083, 0.604, 0.840], [-0.274, 0.235, 0.774], [-0.751, -1.025, 0.298], [0.160, -1.679, -0.821], [-1.053, -2.128, 1.358], [-2.134, -0.834, -0.437], [2.606, 3.319, -0.717], [2.902, 2.532, 0.947], [0.421, 2.772, -1.730], [0.394, 1.124, -1.833], [-0.504, 2.053, -0.608], [1.829, -0.144, 0.408], [1.569, 0.935, 1.717], [-0.980, 0.723, 1.243], [-0.235, -2.518, -1.264], [0.366, -0.926, -1.755], [1.038, -2.082, -0.299], [-1.298, -3.007, 0.846], [-1.841, -1.630, 2.003], [-0.229, -2.462, 1.832], [-1.898, -0.059, -1.181], [-2.559, -1.643, -0.879], [-2.723, -0.439, 0.305]], "mulliken_charge": [-0.09, 0.10, -0.93, -0.50, -0.07, 0.95, -1.56, -1.62, -1.71, 0.26, 0.31, 0.43, 0.28, 0.40, 0.36, 0.31, 0.27, 0.52, 0.10, 0.51, 0.45, 0.33, 0.50, 0.38, 0.44, 0.56]}



Arrangement C

{"formula": "C7H17N2", "method": "ωB97M-V/def2-TZVPD", "homo_ha": -0.479, "homo_lumo_gap_ha": 0.3654, "smiles": "CC/[N+](C)=C(/C)CCN", "total_charge": 1, "species": ["C", "C", "N", "C", "C", "C", "C", "C", "N", "H", "H", "H", "H", "H", "H", "H", "H", "H", "H", "H", "H", "H", "H", "H", "H", "H"], "xyz": [[-0.198, -2.084, 1.086], [-0.287, -1.383, -0.258], [-1.019, -0.103, -0.191], [-2.500, -0.225, -0.173], [-0.500, 1.041, -0.118], [-1.374, 2.238, -0.019], [1.051, 1.305, -0.032], [2.378, 0.425, 0.084], [2.521, -0.544, -0.928], [-1.140, -2.521, 1.167], [0.437, -2.982, 0.970], [0.248, -1.332, 1.803], [-0.735, -2.245, -0.814], [0.706, -1.193, -0.691], [-2.739, 0.334, 0.693], [-2.806, 0.182, -1.071], [-2.699, -1.226, -0.131], [-1.852, 2.416, -0.956], [-2.103, 2.028, 0.779], [-0.662, 3.013, 0.283], [1.246, 2.027, -0.716], [1.126, 1.866, 0.845], [2.306, 0.037, 1.023], [3.094, 1.327, 0.094], [2.986, -0.318, -1.785], [2.953, -1.368, -0.691]], "mulliken_charge": [-0.99, -0.79, 0.10, -1.13, 1.42, -1.54, -1.42, -0.99, -0.48, 0.40, 0.32, 0.32, 0.37, 0.54, 0.40, 0.35, 0.47, 0.36, 0.45, 0.38, 0.70, 0.61, 0.43, 0.32, 0.17, 0.23]}



Referenced to the most stable arrangement, the calculated values in eV are arrangement A 1.510; arrangement B 1.038; arrangement C 0.000.



Arrangement A

{"formula": "Cl2HO3P", "method": "ωB97M-V/def2-TZVPD", "homo_ha": -0.344, "homo_lumo_gap_ha": 0.2885, "species": ["O", "O", "O", "P", "Cl", "Cl", "H"], "xyz": [[0.082, -1.409, -0.542], [0.570, 0.782, -1.062], [-1.315, -0.027, 1.619], [-0.747, -0.134, -0.682], [0.565, 2.367, -1.782], [0.196, -0.213, 2.245], [0.648, -1.366, 0.204]], "mulliken_charge": [-0.24, -0.20, -0.47, 0.60, 0.09, -0.09, 0.31]}



Arrangement B

{"formula": "Cl2HO3P", "method": "ωB97M-V/def2-TZVPD", "homo_ha": [-0.363, -0.363], "homo_lumo_gap_ha": [0.3004, 0.3004], "species": ["O", "O", "O", "P", "Cl", "Cl", "H"], "xyz": [[-0.604, -0.124, -1.723], [2.089, -0.077, 0.401], [0.886, 0.123, 1.015], [-0.931, -0.235, -0.315], [-1.556, -1.971, 0.268], [-2.086, 1.416, 0.087], [2.202, 0.867, 0.268]], "mulliken_charge": [-0.46, -0.24, -0.37, 0.95, -0.08, -0.14, 0.35]}



Referenced to the most stable arrangement, the calculated values in eV are arrangement A 1.187; arrangement B 0.000.



Arrangement A

{"formula": "C4H10NS", "method": "ωB97M-V/def2-TZVPD", "homo_ha": -0.517, "homo_lumo_gap_ha": 0.3966, "smiles": "C[N@@H+]1C[C@@]1(C)S", "total_charge": 1, "species": ["C", "N", "C", "C", "C", "S", "H", "H", "H", "H", "H", "H", "H", "H", "H", "H"], "xyz": [[1.120, -0.822, -1.239], [-0.165, -0.743, -0.641], [-1.255, 0.291, -0.852], [-0.636, 0.055, 0.456], [0.519, 1.333, 1.240], [-1.667, -0.787, 1.743], [1.868, -1.310, -0.687], [1.014, -1.325, -2.117], [1.579, 0.155, -1.522], [-0.591, -1.671, -0.579], [-2.183, -0.128, -1.008], [-1.074, 1.195, -1.313], [0.708, 2.266, 0.589], [1.408, 0.822, 1.592], [-0.231, 1.668, 1.976], [-0.413, -1.001, 2.361]], "mulliken_charge": [-0.97, 0.07, -0.61, 0.12, -0.95, -0.10, 0.37, 0.44, 0.34, 0.38, 0.33, 0.29, 0.33, 0.38, 0.39, 0.20]}



Arrangement B

{"formula": "C4H10NS", "method": "ωB97M-V/def2-TZVPD", "homo_ha": [-0.512, -0.519], "homo_lumo_gap_ha": [0.2363, 0.2457], "total_charge": 1, "species": ["C", "C", "C", "C", "N", "S", "H", "H", "H", "H", "H", "H", "H", "H", "H", "H"], "xyz": [[-1.238, -0.884, -1.329], [-1.427, 0.590, -1.133], [-0.916, -0.389, 1.166], [2.826, -1.239, 0.276], [-0.613, -0.226, -0.225], [2.034, 0.180, -0.460], [-1.967, -1.634, -0.980], [-0.624, -1.176, -2.158], [-0.781, 1.322, -1.723], [-2.335, 0.975, -0.840], [-1.499, -1.233, 1.405], [0.043, -0.801, 1.649], [-1.191, 0.608, 1.610], [3.841, -1.266, 0.192], [2.352, -2.099, -0.162], [2.567, -0.998, 1.341]], "mulliken_charge": [-0.37, -0.38, -0.73, -0.74, 0.09, 0.29, 0.26, 0.23, 0.18, 0.33, 0.36, 0.16, 0.34, 0.42, 0.27, 0.28]}



Referenced to the most stable arrangement, the calculated values in eV are arrangement A 0.000; arrangement B 1.960.